Record 1
Density functional theory data (ωB97M-V/def2-TZVPD) for the ion C6H8N with charge +1 in a non-equilibrium geometry.

Element x y z (Å)
N  -3.271  -0.498  -0.023
C  -2.011  -0.076  -0.073
C  -0.754  0.199  -0.083
C  0.103  1.497  0.009
C  0.911  0.250  -0.033
C  1.892  -0.598  0.747
C  1.878  -0.630  -0.779
H  -3.981  -0.725  -0.668
H  -3.619  -0.459  0.944
H  0.056  2.129  -0.867
H  0.256  2.096  0.892
H  1.523  -1.511  1.336
H  2.699  -0.086  1.301
H  2.629  -0.051  -1.302
H  1.688  -1.537  -1.401

Calculated values
SMILES: [NH2+]=C=C1CC12CC2
HOMO energy, eV: -15.0
Molecular weight, g/mol: 94.14
Charge: +1
E_tot, eV: -7830.2803
Multiplicity: 1
Maximum force, eV/Å: 4.830

Record 2
Density functional theory data (ωB97M-V/def2-TZVPD) for the ion C6H8N with charge +1 in a non-equilibrium geometry.

Element x y z (Å)
C  2.035  -0.574  0.028
C  1.178  -0.889  0.949
C  1.432  0.581  -0.725
C  -0.039  -0.126  1.208
C  0.224  0.851  0.107
C  -2.178  -0.519  -0.166
N  -0.798  -0.348  0.102
H  3.009  -0.948  -0.472
H  2.125  1.384  -0.506
H  1.373  0.461  -1.795
H  -0.399  0.017  2.218
H  -0.270  1.829  -0.057
H  -2.421  0.302  -0.869
H  -2.316  -1.540  -0.657
H  -2.953  -0.482  0.635

Calculated values
HOMO energy (alpha / beta), eV: -14.1 / -14.8
Molecular weight, g/mol: 94.14
Charge: +1
E_tot, eV: -7828.2865
Multiplicity: 1
Maximum force, eV/Å: 4.622

Record 3
Density functional theory data (ωB97M-V/def2-TZVPD) for a structure of composition C6H8N in a non-equilibrium geometry.

Element x y z (Å)
C  0.944  0.820  -0.450
C  -0.875  0.619  0.364
C  0.184  -1.743  -0.864
C  0.891  -1.682  0.470
C  -0.411  2.227  0.034
C  0.338  -0.393  -0.128
N  0.909  2.013  -0.492
H  -1.704  0.206  -0.147
H  -0.985  0.456  1.493
H  0.757  -1.950  -1.775
H  -0.814  -2.136  -0.780
H  0.388  -2.169  1.316
H  1.918  -1.836  0.689
H  -1.232  2.622  -0.656
H  -0.307  2.948  0.927

Calculated values
HOMO energy, eV: -15.6
Molecular weight, g/mol: 94.14
Charge: +1
E_tot, eV: -7829.8224
Multiplicity: 1
Maximum force, eV/Å: 3.776

Record 4
Density functional theory data (ωB97M-V/def2-TZVPD) for the ion C6H8N with charge +1 in a non-equilibrium geometry.

Element x y z (Å)
C  -1.034  -0.411  1.193
C  0.083  0.531  0.524
C  -0.518  0.929  -0.741
C  -0.355  0.237  -1.981
N  0.487  -0.808  -1.814
C  1.136  -1.033  -0.839
C  1.495  -0.500  0.418
H  -1.696  -0.408  0.344
H  -1.439  0.217  2.006
H  -0.499  -1.266  1.579
H  0.567  1.296  1.132
H  -1.181  1.875  -0.568
H  -1.002  0.509  -2.868
H  1.463  -1.237  1.298
H  2.494  0.068  0.319

Calculated values
SMILES: C[C@@H]1C=C[N+]#CC1
HOMO energy (alpha / beta), eV: -14.3 / -14.3
Molecular weight, g/mol: 94.14
Charge: +1
E_tot, eV: -7830.3701
Multiplicity: 1
Maximum force, eV/Å: 6.122

Record 5
Density functional theory data (ωB97M-V/def2-TZVPD) for a cluster of 2 separate species, C6H8N2 in total in a non-equilibrium geometry.

Element x y z (Å)
C  -0.018  0.366  1.408
C  0.973  -0.541  1.303
C  1.725  -0.649  -0.035
C  0.965  -0.256  -1.292
N  0.106  0.840  -0.985
C  -0.352  1.100  0.167
H  -0.592  0.639  2.341
H  1.367  -1.017  2.253
H  2.708  -0.113  0.091
H  1.888  -1.768  -0.176
H  0.303  -1.008  -1.739
H  1.642  0.046  -2.098
H  -1.092  1.937  0.436
C  -3.155  0.143  -0.641
N  -2.467  -0.538  -0.048
H  -4.000  0.820  -0.986

Calculated values
SMILES: C1=CCCN=C1.C#N
HOMO energy, eV: -8.6
Molecular weight, g/mol: 108.14
Charge: 0
E_tot, eV: -9329.0641
Multiplicity: 1
Maximum force, eV/Å: 3.841

Record 6
Density functional theory data (ωB97M-V/def2-TZVPD) for the molecule C6H8N2 in a non-equilibrium geometry.

Element x y z (Å)
H  1.051  -0.951  -2.707
N  0.933  -0.068  -2.074
C  0.257  -0.128  -1.035
C  0.215  0.860  -0.252
C  0.150  1.753  0.643
C  0.066  2.682  1.853
N  -0.422  -1.472  -0.854
C  -1.362  -1.629  0.516
C  0.100  -1.816  0.526
H  -0.664  2.686  2.543
H  0.169  3.728  1.503
H  1.231  2.525  2.235
H  -1.848  -0.957  1.062
H  -1.769  -2.675  0.560
H  0.680  -2.794  0.785
H  1.016  -1.121  1.009

Calculated values
SMILES: [H]/N=C(/C#CC)N1CC1
HOMO energy, eV: -9.2
Molecular weight, g/mol: 108.14
Charge: 0
E_tot, eV: -9324.6179
Multiplicity: 1
Maximum force, eV/Å: 15.821